DFT (the ωB97M-V functional and the def2-TZVPD basis) results for a structure of composition C28H18N9S2Sn.

Element x y z (Å)
Sn1 -0.01839 0.08779 -0.96752
C1 2.21970 -3.90941 -1.07238
C2 1.26174 -2.90297 -1.21490
N1 1.35394 -1.74871 -0.58809
C3 2.39317 -1.48637 0.23754
C4 3.42788 -2.43915 0.40870
C5 3.30406 -3.66805 -0.27098
C6 4.53553 -2.12950 1.22442
C7 4.60873 -0.88549 1.77874
C8 3.58037 0.06121 1.61691
C9 2.41347 -0.22219 0.92678
N2 1.26405 0.53844 0.81615
C10 0.81107 1.45088 1.75175
C11 1.52398 2.09641 2.74979
C12 0.89931 2.86748 3.74609
C13 -0.45287 3.04094 3.78558
C14 -1.22961 2.48641 2.74856
C15 -2.62940 2.63780 2.68481
C16 -3.33655 2.09936 1.64127
C17 -2.62849 1.42357 0.64576
N3 -1.32526 1.25413 0.68752
C18 -0.60106 1.73843 1.71915
H1 2.10476 -4.84457 -1.60131
H2 0.39880 -3.02778 -1.85994
H3 4.08513 -4.40902 -0.15399
H4 5.31198 -2.86712 1.37707
H5 5.47177 -0.60982 2.37048
H6 3.75269 1.03291 2.03837
H7 2.59230 2.03019 2.80362
H8 1.52169 3.31952 4.50719
H9 -0.93183 3.60197 4.57675
H10 -3.13139 3.18872 3.47048
H11 -4.41108 2.19498 1.57712
H12 -3.13790 1.00934 -0.22036
N4 -3.46826 -2.64806 0.04925
C19 -3.06892 -2.41826 1.34257
C20 -1.89844 -1.73635 1.25080
N5 -1.58691 -1.53462 -0.06818
C21 -2.54370 -2.11532 -0.78515
C22 -2.54867 -2.21476 -2.23077
N6 -1.55203 -1.80349 -2.98148
C23 -1.89086 -2.09395 -4.27027
C24 -3.11264 -2.70390 -4.30226
N7 -3.51988 -2.78148 -2.99867
H13 -4.30981 -3.13213 -0.21066
H14 -3.63201 -2.76281 2.19152
H15 -1.26625 -1.35511 2.03561
H16 -1.23822 -1.85522 -5.09290
H17 -3.70219 -3.08439 -5.11775
H18 -4.39022 -3.18091 -2.69236
S1 -0.56229 3.33658 -2.51316
C25 1.09571 3.02022 -2.79959
S2 2.14433 1.88275 -3.15128
C26 0.93746 4.46265 -2.47084
C27 1.04178 5.43797 -3.52600
N8 1.13279 6.20412 -4.37528
C28 1.32467 4.88424 -1.14743
N9 1.61229 5.18187 -0.07683

Results
M   663.4 g mol⁻¹
Total charge   +1
Spin multiplicity   1
Gap between HOMO and LUMO   0.232 Eh
HOMO level   -9.630 eV

These are the natural (NBO) partial charges, in e, on atoms 1 to 4: number 1, Sn, carries 1.338; number 2, C, carries -0.268; number 3, C, carries 0.076; number 4, N, carries -0.569